<w>
DFT (ωB97M-V with the def2-TZVPD basis set) results for a gas-phase ion, H2NO3S (charge -1).

Geometry as ORCA input:
```
! RIJCOSX wB97M-V def2-TZVPD def2/J DEFGRID3
* xyz -1 1
S -0.972 -0.826 0.154
O -0.416 -1.483 -1.053
O 0.064 2.111 0.150
O -0.542 -1.544 1.394
N 0.320 0.787 -0.086
H 1.150 0.575 0.484
H 0.396 0.379 -1.043
*
```

HOMO ... -3.2763 eV
Orbital gap ... 7.35 eV
Molar mass ... 96.09 g/mol



<x>
DFT (ωB97M-V with the def2-TZVPD basis set) results for 2 unconnected molecules or ions with the total composition H2NO3S.

Geometry as ORCA input:
```
! RIJCOSX wB97M-V def2-TZVPD def2/J DEFGRID3
* xyz -1 1
S -1.051 -0.268 -0.790
O 1.702 -1.038 -0.765
O -0.670 0.388 0.653
O 2.062 0.843 0.337
N 2.272 0.065 -0.645
H -0.213 -1.252 -0.756
H 0.339 0.629 0.592
*
```

HOMO ... -3.6665 eV
Orbital gap ... 7.59 eV
Molar mass ... 96.09 g/mol



Short version: <w>, <x>, most stable first.



<w>
DFT (ωB97M-V with the def2-TZVPD basis set) results for 2 unconnected molecules or ions with the total composition H2NO3S.

Geometry as ORCA input:
```
! RIJCOSX wB97M-V def2-TZVPD def2/J DEFGRID3
* xyz -1 1
S 2.053 -0.155 -0.414
O 2.801 1.143 0.088
O 2.208 -1.349 0.419
O -0.689 -0.853 -0.185
N 0.765 0.659 0.171
H 0.237 1.151 -0.650
H -0.010 -1.392 0.267
*
```

HOMO (alpha / beta) ... -4.5450 / -4.5603 eV
Orbital gap (alpha / beta) ... 7.95 / 7.95 eV
Molar mass ... 96.09 g/mol



<x>
DFT (ωB97M-V with the def2-TZVPD basis set) results for a gas-phase ion, H2NO3S (charge -1).

Geometry as ORCA input:
```
! RIJCOSX wB97M-V def2-TZVPD def2/J DEFGRID3
* xyz -1 1
S -0.262 1.752 0.627
O 0.795 2.528 -0.943
O -1.580 2.342 0.723
O 0.414 1.544 1.903
N -0.459 0.164 -0.081
H 0.326 0.155 -0.721
H -0.321 -0.530 0.640
*
```

Structure (SMILES) ... NS(=O)(=O)[O-]
HOMO ... -4.4217 eV
Orbital gap ... 8.46 eV
Molar mass ... 96.09 g/mol



Short version: <x>, <w>, most stable first.



<w>
DFT (ωB97M-V with the def2-TZVPD basis set) results for a single C4H8N2O2 molecule.

Geometry as ORCA input:
```
! RIJCOSX wB97M-V def2-TZVPD def2/J DEFGRID3
* xyz 0 1
O 2.311 -0.257 0.316
O 0.564 -1.453 -0.834
N -1.340 -0.619 0.543
N -2.406 -1.236 -0.021
C 1.075 -0.272 -0.294
C 0.527 0.915 -0.764
C 0.633 2.192 -0.027
C -0.179 -1.266 0.390
H 0.089 -2.064 1.099
H 0.697 3.039 -0.712
H -2.304 -2.201 -0.328
H -0.119 0.855 -1.630
H 1.486 2.230 0.655
H -0.274 2.309 0.587
H -3.286 -1.013 0.429
H 2.526 -1.159 0.590
*
```

HOMO (alpha / beta) ... -7.0832 / -8.1393 eV
Orbital gap (alpha / beta) ... 7.24 / 8.28 eV
Molar mass ... 116.12 g/mol



<x>
DFT (ωB97M-V with the def2-TZVPD basis set) results for 2 unconnected molecules or ions with the total composition C4H8N2O2.

Geometry as ORCA input:
```
! RIJCOSX wB97M-V def2-TZVPD def2/J DEFGRID3
* xyz 0 1
O 2.818 0.568 -0.290
O -2.029 0.046 -1.507
N 1.410 -1.325 -0.394
N -0.918 -1.049 0.636
C -0.598 0.263 0.459
C 0.521 0.824 1.043
C 1.913 -0.190 -0.147
C -1.289 0.934 -0.705
H 0.775 1.856 0.842
H 0.881 0.429 1.986
H 1.961 -1.993 -0.912
H -1.934 1.717 -0.272
H -0.616 -1.373 1.553
H -0.559 1.442 -1.342
H -2.310 -0.680 -0.927
H -0.024 -1.469 -0.023
*
```

Structure (SMILES) ... C=C(N)CO.N=C=O
HOMO ... -9.3628 eV
Orbital gap ... 9.58 eV
Molar mass ... 116.12 g/mol



Short version: <x>, <w>, most stable first.



<w>
DFT (ωB97M-V with the def2-TZVPD basis set) results for 2 unconnected molecules or ions with the total composition C4H16N3O.

Geometry as ORCA input:
```
! RIJCOSX wB97M-V def2-TZVPD def2/J DEFGRID3
* xyz 1 1
O -2.275 -0.394 -2.222
N -1.051 -1.387 0.330
N 0.608 0.524 1.498
N -0.392 1.030 -1.038
C 0.997 -0.880 1.618
C 0.937 1.625 -0.715
C 1.500 1.361 0.748
C 0.421 -1.656 0.454
H 0.904 -1.592 -0.520
H -0.524 0.160 -0.491
H -1.569 -2.240 0.210
H 2.092 -0.915 1.691
H 2.452 0.860 0.585
H -1.177 1.613 -0.758
H 0.596 -1.417 2.485
H -2.262 -0.992 -2.995
H 0.461 -2.745 0.575
H -2.440 -1.007 -1.490
H 1.656 2.331 1.199
H -0.491 0.960 -2.036
H 0.165 0.880 2.320
H -1.318 -0.657 0.980
H 0.902 2.718 -0.710
H 1.603 1.295 -1.509
*
```

HOMO ... -13.0851 eV
Orbital gap ... 10.28 eV
Molar mass ... 122.19 g/mol



<x>
DFT (ωB97M-V with the def2-TZVPD basis set) results for 2 unconnected molecules or ions with the total composition C4H16N3O.

Geometry as ORCA input:
```
! RIJCOSX wB97M-V def2-TZVPD def2/J DEFGRID3
* xyz 1 1
O 0.429 -5.070 -3.342
N -0.798 0.497 -0.769
N 0.963 2.806 -1.407
N -0.373 -1.771 1.213
C 0.261 1.144 0.190
C 0.346 2.709 -0.025
C -0.489 -0.651 2.129
C -0.195 0.841 1.593
H -1.562 -0.422 2.511
H -0.934 -0.628 -0.468
H -1.095 -2.613 1.294
H 1.108 3.777 -1.733
H -0.530 0.458 -1.750
H 0.594 1.270 2.152
H 0.502 -2.242 1.325
H 0.136 -5.552 -4.087
H 1.880 2.267 -1.347
H -0.996 1.416 2.180
H -0.753 3.158 -0.064
H -1.591 0.991 -0.617
H 1.308 0.815 -0.059
H 0.923 3.343 0.708
H 0.808 -5.737 -2.792
H 0.058 -0.805 3.165
*
```

HOMO ... -13.3806 eV
Orbital gap ... 10.55 eV
Molar mass ... 122.19 g/mol



Short version: <w>, <x>, most stable first.



<w>
DFT (ωB97M-V with the def2-TZVPD basis set) results for a single C2H7N3O2 molecule.

Geometry as ORCA input:
```
! RIJCOSX wB97M-V def2-TZVPD def2/J DEFGRID3
* xyz 0 1
O 1.505 -1.552 1.401
O 0.165 -0.195 2.360
N 0.648 -0.732 1.375
N 0.191 -0.359 0.151
N -1.000 1.818 -0.308
C -1.156 0.489 0.126
C 0.926 -0.939 -1.042
H 1.299 -1.950 -0.539
H 0.129 -1.050 -1.823
H -1.857 0.050 -0.561
H -1.511 0.452 1.093
H -0.400 2.318 0.393
H -0.588 1.866 -1.290
H 1.649 -0.215 -1.336
*
```

Structure (SMILES) ... CN(CN)[N+](=O)[O-]
HOMO ... -9.9050 eV
Orbital gap ... 10.59 eV
Molar mass ... 105.10 g/mol



<x>
DFT (ωB97M-V with the def2-TZVPD basis set) results for 2 unconnected molecules or ions with the total composition C2H7N3O2.

Geometry as ORCA input:
```
! RIJCOSX wB97M-V def2-TZVPD def2/J DEFGRID3
* xyz 0 1
O -3.486 -0.195 0.025
O 0.210 3.046 -0.012
N 2.118 -1.029 0.188
N 1.015 0.927 -0.354
N -0.184 -0.990 -0.482
C -0.020 1.855 -0.135
C 0.928 -0.429 -0.228
H -3.230 -0.429 0.934
H -0.061 -2.020 -0.297
H 2.235 -2.021 0.106
H 2.525 -0.630 1.025
H -0.999 1.349 -0.007
H -2.995 -0.816 -0.563
H 1.944 1.382 -0.199
*
```

Structure (SMILES) ... [H]/N=C(\N)NC=O.O
HOMO ... -9.8325 eV
Orbital gap ... 10.30 eV
Molar mass ... 105.10 g/mol



Short version: <x>, <w>, most stable first.



<w>
DFT (ωB97M-V with the def2-TZVPD basis set) results for 2 unconnected molecules or ions with the total composition C2H6O3S2.

Geometry as ORCA input:
```
! RIJCOSX wB97M-V def2-TZVPD def2/J DEFGRID3
* xyz 0 1
S -0.481 1.310 0.513
S 2.539 -0.378 0.194
O 2.105 -0.436 -1.178
O 3.501 0.627 0.462
O 0.115 -0.215 0.979
C -0.830 1.109 -1.279
C -0.886 -1.175 1.215
H -1.643 -1.059 0.326
H -0.306 -2.099 1.088
H -1.277 2.152 -1.543
H -1.289 -1.005 2.167
H 0.034 0.833 -1.738
H -1.580 0.336 -1.207
*
```

HOMO ... -9.1583 eV
Orbital gap ... 8.79 eV
Molar mass ... 142.20 g/mol



<x>
DFT (ωB97M-V with the def2-TZVPD basis set) results for a single C2H6O3S2 molecule.

Geometry as ORCA input:
```
! RIJCOSX wB97M-V def2-TZVPD def2/J DEFGRID3
* xyz 0 1
S -1.123 0.625 0.703
S 0.850 0.215 -0.042
O 0.791 -0.043 -1.482
O 1.743 1.233 0.468
O -1.459 -0.795 0.881
C -1.702 1.101 -0.972
C 1.457 -1.317 0.924
H -0.980 0.618 -1.565
H 0.889 -2.186 0.579
H 2.406 -1.438 0.535
H -2.786 0.734 -1.041
H -1.727 2.206 -0.961
H 1.639 -0.953 1.975
*
```

HOMO ... -9.8354 eV
Orbital gap ... 9.67 eV
Molar mass ... 142.20 g/mol



Short version: <w>, <x>, most stable first.



<w>
DFT (ωB97M-V with the def2-TZVPD basis set) results for 2 unconnected molecules or ions with the total composition C2H3ClO2S.

Geometry as ORCA input:
```
! RIJCOSX wB97M-V def2-TZVPD def2/J DEFGRID3
* xyz 0 1
Cl 1.997 2.004 0.071
S 1.140 -0.664 -0.025
O 1.280 -1.180 -1.381
O 1.816 -1.406 0.992
C -0.579 -0.239 0.427
C -1.402 0.516 -0.271
H -0.777 -0.433 1.443
H -1.226 0.533 -1.369
H -2.250 0.869 0.113
*
```

HOMO (alpha / beta) ... -10.5566 / -10.5550 eV
Orbital gap (alpha / beta) ... 7.48 / 7.48 eV
Molar mass ... 126.56 g/mol



<x>
DFT (ωB97M-V with the def2-TZVPD basis set) results for a single C2H3ClO2S molecule.

Geometry as ORCA input:
```
! RIJCOSX wB97M-V def2-TZVPD def2/J DEFGRID3
* xyz 0 1
Cl 0.001 2.262 0.143
S 0.944 -0.442 0.010
O 1.920 0.039 -0.907
O 1.270 -1.533 0.888
C -0.225 0.628 0.634
C -0.705 -0.404 -0.624
H -1.433 -0.956 -0.088
H -1.010 0.079 -1.579
H -0.762 0.327 1.522
*
```

Structure (SMILES) ... O=S1(=O)C[C@@H]1Cl
HOMO ... -10.7834 eV
Orbital gap ... 11.33 eV
Molar mass ... 126.56 g/mol



Short version: <x>, <w>, most stable first.



<w>
DFT (ωB97M-V with the def2-TZVPD basis set) results for 2 unconnected molecules or ions with the total composition C2H4NP.

Geometry as ORCA input:
```
! RIJCOSX wB97M-V def2-TZVPD def2/J DEFGRID3
* xyz 0 1
P 1.164 1.160 -1.092
N 1.070 0.013 -0.114
C 1.183 -1.093 0.591
C -2.042 0.847 -0.850
H 1.525 -2.005 0.161
H -2.145 0.104 -0.007
H 0.868 -0.826 1.585
H -1.624 1.802 -0.273
*
```

HOMO (alpha / beta) ... -7.5881 / -7.6136 eV
Orbital gap (alpha / beta) ... 6.89 / 6.92 eV
Molar mass ... 73.03 g/mol



<x>
DFT (ωB97M-V with the def2-TZVPD basis set) results for a single C2H4NP molecule.

Geometry as ORCA input:
```
! RIJCOSX wB97M-V def2-TZVPD def2/J DEFGRID3
* xyz 0 1
P -2.575 -0.296 -0.439
N 1.302 0.021 -0.973
C 0.255 0.563 -0.667
C -0.808 -0.080 0.298
H 1.384 -0.863 -0.469
H -0.860 0.265 1.241
H -0.529 -1.153 0.361
H -0.040 1.561 -1.131
*
```

HOMO (alpha / beta) ... -8.5707 / -8.5364 eV
Orbital gap (alpha / beta) ... 7.22 / 7.19 eV
Molar mass ... 73.03 g/mol



Short version: <x>, <w>, most stable first.



<w>
DFT (ωB97M-V with the def2-TZVPD basis set) results for a single C2H4Cl2O molecule.

Geometry as ORCA input:
```
! RIJCOSX wB97M-V def2-TZVPD def2/J DEFGRID3
* xyz 0 1
Cl -0.399 1.373 0.078
Cl 1.832 -0.303 0.021
O -2.051 -0.651 -0.140
C 0.094 -0.304 -0.430
C -0.815 -1.213 0.305
H -0.345 -0.331 -1.455
H -2.045 0.126 0.439
H -0.382 -1.472 1.518
H -0.849 -2.214 -0.313
*
```

Structure (SMILES) ... OCC(Cl)Cl
HOMO ... -10.6337 eV
Orbital gap ... 11.46 eV
Molar mass ... 114.96 g/mol



<x>
DFT (ωB97M-V with the def2-TZVPD basis set) results for a single C2H4Cl2O molecule.

Geometry as ORCA input:
```
! RIJCOSX wB97M-V def2-TZVPD def2/J DEFGRID3
* xyz 0 1
Cl 1.831 0.049 1.073
Cl 1.385 0.396 -1.877
O -1.491 -0.175 0.805
C 0.727 0.490 -0.202
C -0.488 -0.405 -0.173
H -1.197 -0.176 1.687
H -1.123 -0.287 -1.019
H 0.567 1.550 0.015
H -0.210 -1.443 -0.308
*
```

Structure (SMILES) ... OCC(Cl)Cl
HOMO ... -10.9695 eV
Orbital gap ... 11.73 eV
Molar mass ... 114.96 g/mol



Short version: <x>, <w>, most stable first.



<w>
DFT (ωB97M-V with the def2-TZVPD basis set) results for a single C5H7NO3 molecule.

Geometry as ORCA input:
```
! RIJCOSX wB97M-V def2-TZVPD def2/J DEFGRID3
* xyz 0 1
O -2.022 1.177 -0.490
O 1.641 2.381 1.781
O 0.986 -0.315 1.056
N -0.557 2.120 0.963
C -1.023 1.147 0.152
C 0.043 -0.225 0.018
C 0.637 2.092 1.292
C -0.935 -1.404 0.056
C 0.762 -0.167 -1.329
H 1.524 0.610 -1.330
H -0.386 -2.332 -0.102
H 1.235 -1.127 -1.542
H -1.687 -1.317 -0.724
H 0.047 0.030 -2.125
H -1.436 -1.442 1.022
H 1.171 -1.228 1.304
*
```

Structure (SMILES) ... CC(C)(O)C(=O)N=C=O
HOMO ... -9.8132 eV
Orbital gap ... 10.26 eV
Molar mass ... 129.12 g/mol



<x>
DFT (ωB97M-V with the def2-TZVPD basis set) results for 2 unconnected molecules or ions with the total composition C5H7NO3.

Geometry as ORCA input:
```
! RIJCOSX wB97M-V def2-TZVPD def2/J DEFGRID3
* xyz 0 1
O -0.544 0.389 -1.590
O -1.094 -0.864 0.203
O 1.520 -1.252 0.673
N 0.232 1.164 2.313
C 2.196 0.460 -0.875
C -2.445 -0.909 -0.244
C -0.039 1.546 1.248
C 1.232 -0.421 -0.148
C -0.258 -0.149 -0.548
H -2.836 0.102 -0.365
H 2.253 0.118 -1.911
H 1.822 1.482 -0.898
H 3.180 0.418 -0.411
H 0.280 0.793 3.237
H -2.996 -1.448 0.522
H -2.504 -1.429 -1.203
*
```

HOMO ... -9.5794 eV
Orbital gap ... 9.79 eV
Molar mass ... 129.12 g/mol



Short version: <w>, <x>, most stable first.



<w>
DFT (ωB97M-V with the def2-TZVPD basis set) results for 2 unconnected molecules or ions with the total composition C5H7NO3.

Geometry as ORCA input:
```
! RIJCOSX wB97M-V def2-TZVPD def2/J DEFGRID3
* xyz 0 1
O -1.143 -0.750 -1.592
O -2.567 -1.497 -0.047
O -0.815 0.657 1.206
N 0.720 2.895 -0.662
C 0.363 -1.422 1.203
C -1.426 -0.938 -0.445
C -0.550 -0.588 0.732
C 1.888 0.715 -1.017
C 1.198 1.790 -0.798
H -0.200 3.028 -0.263
H 0.994 -1.157 2.035
H 0.513 -2.389 0.763
H -3.133 -1.711 -0.809
H -0.188 0.871 1.908
H 1.775 0.165 -1.932
H 2.570 0.330 -0.281
*
```

Structure (SMILES) ... C=C(O)C(=O)O.C=C=N
HOMO ... -8.6184 eV
Orbital gap ... 9.22 eV
Molar mass ... 129.12 g/mol



<x>
DFT (ωB97M-V with the def2-TZVPD basis set) results for a single C5H7NO3 molecule.

Geometry as ORCA input:
```
! RIJCOSX wB97M-V def2-TZVPD def2/J DEFGRID3
* xyz 0 1
O -0.712 -1.055 -2.566
O 1.336 -1.119 1.223
O 0.328 0.738 -3.403
N -0.749 0.016 -0.102
C -0.157 0.188 -2.387
C -0.807 0.334 1.261
C 0.444 -0.325 2.056
C 1.788 -0.114 2.002
C -0.109 0.661 -1.041
H 0.152 1.728 -0.740
H -0.489 -1.316 -3.439
H 2.532 0.650 1.721
H -0.845 1.401 1.273
H -0.974 -0.909 -0.478
H -1.874 0.029 1.714
H 0.133 -0.908 2.905
*
```

HOMO (alpha / beta) ... -8.2224 / -7.1823 eV
Orbital gap (alpha / beta) ... 8.27 / 7.44 eV
Molar mass ... 129.12 g/mol



Short version: <w>, <x>, most stable first.



<w>
DFT (ωB97M-V with the def2-TZVPD basis set) results for 2 unconnected molecules or ions with the total composition C5H7NO3.

Geometry as ORCA input:
```
! RIJCOSX wB97M-V def2-TZVPD def2/J DEFGRID3
* xyz 0 1
O 0.446 0.043 -2.148
O -2.780 -0.306 1.336
O -1.277 0.943 2.788
N -1.462 -0.050 2.042
C 0.013 1.029 -1.336
C 0.523 -1.344 1.135
C 1.473 -0.631 -1.724
C 2.580 -0.727 -1.269
C -0.487 -0.703 1.570
H 1.063 -0.943 0.309
H 0.980 -2.194 1.649
H -3.282 0.356 1.717
H 0.660 1.275 -0.400
H -0.238 1.941 -1.927
H -0.927 0.716 -0.871
H 3.444 -1.129 -0.829
*
```

Structure (SMILES) ... C=C=[N+]([O-])O.C#COC
HOMO ... -9.0103 eV
Orbital gap ... 9.55 eV
Molar mass ... 129.12 g/mol



<x>
DFT (ωB97M-V with the def2-TZVPD basis set) results for 2 unconnected molecules or ions with the total composition C5H7NO3.

Geometry as ORCA input:
```
! RIJCOSX wB97M-V def2-TZVPD def2/J DEFGRID3
* xyz 0 1
O 1.035 -1.284 0.112
O 1.624 2.165 0.269
O 1.878 0.044 1.729
N 0.812 0.990 -1.520
C -1.322 -1.723 -1.292
C 1.290 -0.156 0.569
C -1.596 -0.314 0.980
C -1.078 -1.202 -0.216
C 1.242 1.134 -0.265
H 0.601 1.803 -2.076
H 2.044 1.014 1.795
H -1.295 -0.868 1.874
H -2.682 -0.282 0.926
H -1.280 0.724 1.100
H 0.459 0.087 -1.811
H -1.732 -2.133 -2.173
*
```

Structure (SMILES) ... NC(=O)C(=O)O.C#CC
HOMO ... -8.9962 eV
Orbital gap ... 9.06 eV
Molar mass ... 129.11 g/mol



Short version: <x>, <w>, most stable first.